1.
{"formula": "C24H41Br3O2", "method": "ωB97M-V/def2-TZVPD", "symbols": ["C", "C", "Br", "C", "C", "C", "C", "Br", "C", "C", "Br", "C", "O", "C", "C", "C", "O", "H", "H", "H", "H", "H", "H", "H", "H", "H", "H", "H", "H", "H", "C", "C", "C", "C", "C", "C", "H", "H", "H", "H", "H", "H", "H", "H", "H", "H", "H", "H", "H", "H", "C", "C", "C", "C", "C", "C", "H", "H", "H", "H", "H", "H", "H", "H", "H", "H", "H", "H", "H", "H"], "coordinates": [[-0.388084, -0.855901, -3.119044], [0.956190, -0.356322, -3.640614], [0.738102, 0.201313, -5.496482], [2.096976, -1.386359, -3.543961], [2.036563, -2.092944, -2.217921], [2.532845, -1.605550, -1.072108], [3.267875, -0.303757, -1.015086], [5.197023, -0.732890, -1.151304], [2.995379, 0.577443, 0.203702], [3.929085, 1.787745, 0.285143], [1.159898, 1.238232, -0.049699], [2.391797, -2.442964, 0.155364], [3.193097, -2.422370, 1.061795], [1.227707, -3.369082, 0.183749], [0.743160, -3.868553, -0.947858], [1.373473, -3.442129, -2.222771], [1.376211, -4.132178, -3.213166], [-0.581724, -1.875382, -3.459549], [-1.199974, -0.224206, -3.475195], [-0.409392, -0.825925, -2.027322], [1.221530, 0.549278, -3.096065], [3.049664, -0.861522, -3.625551], [2.003245, -2.103422, -4.355652], [3.063339, 0.300501, -1.892404], [3.033140, 0.017729, 1.131801], [4.212825, 2.130191, -0.709594], [3.433878, 2.618756, 0.784189], [4.812229, 1.529193, 0.866410], [0.812438, -3.663268, 1.139297], [-0.065693, -4.586221, -0.984612], [-0.521084, 3.309322, -3.771000], [-1.374998, 2.866657, -2.585995], [-2.852414, 2.691143, -2.931962], [-3.555012, 3.962201, -3.411321], [-3.496334, 5.134158, -2.432997], [-4.167638, 4.844139, -1.093905], [-0.817909, 4.291564, -4.141948], [0.530698, 3.372598, -3.483816], [-0.599157, 2.595003, -4.592022], [-1.261698, 3.578573, -1.763215], [-0.994320, 1.911331, -2.211199], [-3.376551, 2.290520, -2.059308], [-2.945313, 1.929130, -3.713361], [-4.603407, 3.722418, -3.615158], [-3.128555, 4.276711, -4.367762], [-3.983933, 5.995974, -2.895962], [-2.457277, 5.430034, -2.263746], [-5.215471, 4.571067, -1.235790], [-4.135063, 5.720066, -0.444677], [-3.676072, 4.026084, -0.564903], [-2.071213, -3.817781, 5.592572], [-0.643176, -3.848115, 5.056957], [0.306188, -2.904097, 5.793410], [-0.067588, -1.422705, 5.709980], [-0.184409, -0.875892, 4.288623], [1.115784, -0.972710, 3.496962], [-2.525617, -2.832797, 5.476009], [-2.701191, -4.533476, 5.062455], [-2.092598, -4.075851, 6.653234], [-0.650556, -3.613341, 3.987861], [-0.252799, -4.865647, 5.141409], [1.318784, -3.047443, 5.406002], [0.346164, -3.193409, 6.848137], [0.686979, -0.844601, 6.252486], [-1.011117, -1.251153, 6.235383], [-0.496759, 0.170377, 4.340637], [-0.978924, -1.400566, 3.749443], [1.920463, -0.430771, 3.998924], [0.988375, -0.542613, 2.500193], [1.439851, -2.004688, 3.375644]], "forces_ev_per_a": [[0.0, -0.1, -0.1], [-0.3, -0.1, 0.3], [0.2, -0.1, -0.1], [0.0, 0.4, 0.2], [0.0, 0.1, -0.1], [-0.3, 0.0, -0.3], [0.3, -0.1, 0.4], [-0.1, 0.1, 0.0], [0.5, 0.4, -0.2], [-0.3, 0.0, 0.1], [-0.1, -0.2, 0.1], [0.1, -0.1, 0.1], [-0.1, 0.3, 0.1], [-0.4, -0.2, 0.0], [0.1, 0.2, 0.0], [0.0, 0.1, 0.2], [-0.2, -0.1, -0.1], [0.0, 0.0, 0.0], [0.0, 0.0, 0.0], [0.1, -0.1, 0.0], [0.0, 0.1, -0.1], [0.0, -0.1, -0.3], [0.1, -0.1, 0.1], [0.1, -0.1, -0.1], [-0.3, -0.1, 0.0], [0.1, 0.0, 0.0], [0.0, -0.1, 0.1], [0.1, 0.0, -0.2], [0.3, 0.0, 0.1], [0.1, -0.1, 0.0], [0.0, 0.0, 0.1], [0.0, 0.0, -0.1], [0.0, 0.0, 0.0], [0.0, 0.0, 0.0], [-0.1, 0.0, 0.0], [0.1, 0.0, 0.0], [0.0, 0.0, 0.0], [0.0, 0.0, 0.0], [0.0, 0.1, 0.0], [0.0, 0.0, 0.0], [0.0, 0.0, 0.0], [0.0, 0.0, 0.0], [0.0, 0.0, 0.0], [0.0, 0.0, 0.0], [0.0, 0.0, 0.0], [0.0, 0.0, 0.0], [0.0, 0.0, 0.0], [0.0, 0.0, 0.0], [0.0, 0.0, 0.0], [0.0, 0.0, 0.0], [0.0, 0.0, -0.1], [0.0, 0.0, 0.1], [0.0, 0.0, 0.0], [0.0, 0.0, 0.0], [0.1, 0.0, 0.0], [-0.1, 0.1, -0.1], [0.0, 0.0, 0.0], [0.0, 0.0, 0.0], [0.0, 0.0, 0.0], [0.0, 0.0, 0.0], [0.0, 0.0, 0.0], [0.0, 0.0, 0.0], [0.0, 0.0, 0.0], [0.0, 0.0, 0.0], [0.0, 0.0, 0.0], [0.0, 0.0, 0.0], [0.0, 0.0, 0.0], [0.0, 0.0, 0.0], [0.0, 0.0, 0.0], [0.1, -0.1, 0.0]], "lowdin_charge": [-0.136, -0.728, 0.730, -0.177, -0.104, -0.194, -0.672, 0.772, -0.724, -0.172, 0.773, -0.342, 0.108, 0.038, 0.034, -0.340, 0.132, 0.087, 0.056, 0.069, 0.053, 0.113, 0.109, 0.067, 0.077, 0.077, 0.060, 0.072, 0.120, 0.126, -0.112, -0.277, -0.226, -0.228, -0.270, -0.112, 0.068, 0.070, 0.024, 0.099, 0.055, 0.103, 0.107, 0.110, 0.102, 0.104, 0.098, 0.075, 0.068, 0.064, -0.111, -0.272, -0.228, -0.228, -0.262, -0.109, 0.065, 0.069, 0.075, 0.090, 0.104, 0.101, 0.109, 0.110, 0.101, 0.106, 0.099, 0.083, 0.033, 0.058], "gap_ev": 8.5, "charge": 0, "spin_multiplicity": 1, "total_energy_ev": -239775.8552, "lumo_ev": -1.44}

2.
{"formula": "C30H36N3O3PbS2Se2", "method": "ωB97M-V/def2-TZVPD", "symbols": ["Pb", "C", "C", "N", "N", "C", "S", "S", "C", "C", "C", "C", "C", "C", "C", "C", "C", "C", "C", "C", "C", "O", "H", "H", "H", "H", "H", "H", "H", "H", "H", "H", "H", "H", "H", "H", "O", "C", "C", "C", "O", "C", "Se", "C", "Se", "H", "H", "H", "H", "H", "H", "H", "H", "H", "H", "C", "N", "C", "C", "C", "C", "C", "C", "C", "C", "H", "H", "H", "H", "H", "H", "H", "H", "H", "H", "H", "H"], "coordinates": [[-0.337346, 0.068760, -0.208713], [-1.800732, -3.064283, 3.253611], [-1.265377, -2.450387, 1.982702], [-1.049603, -1.198046, 1.875217], [-1.172659, -0.490871, 3.062302], [-0.616312, 0.675217, 3.079709], [0.333921, 1.450779, 1.861806], [-1.084516, 1.658776, 4.459848], [0.429804, 1.881050, 5.475623], [1.342154, 2.895147, 4.883071], [2.334854, 2.381018, 4.058316], [3.159875, 3.193036, 3.300167], [3.018043, 4.575242, 3.458663], [2.142085, 5.056207, 4.396045], [1.295855, 4.255979, 5.122582], [-1.011436, -3.381809, 0.909018], [-0.591936, -4.686617, 1.249304], [-0.371654, -5.684858, 0.336739], [-0.569234, -5.417842, -1.032982], [-0.882577, -4.129696, -1.404234], [-1.115935, -3.092445, -0.465307], [-1.476021, -1.885572, -0.899095], [-2.553191, -2.411047, 3.689000], [-0.955418, -3.306923, 3.887098], [-2.228307, -4.029611, 3.059373], [0.885314, 0.900480, 5.593787], [-0.011031, 2.164468, 6.465513], [2.342590, 1.331817, 3.803889], [3.814238, 2.804168, 2.532398], [3.602870, 5.316130, 2.896634], [2.170890, 6.125350, 4.506830], [0.531743, 4.690508, 5.736372], [-0.409125, -4.935087, 2.320354], [-0.168892, -6.683868, 0.663469], [-0.476694, -6.197236, -1.787972], [-1.001973, -3.846019, -2.425724], [4.331941, 2.229382, 0.002267], [4.638567, 1.470524, -1.128885], [3.566647, 0.506995, -1.661324], [4.362308, -0.486424, -2.549788], [3.654241, -1.143612, -3.622364], [2.889428, -0.236823, -0.508651], [1.632376, -1.607901, -1.098387], [2.502829, 1.197650, -2.546679], [1.129519, 2.295369, -1.696579], [3.703701, 2.911553, -0.263322], [5.541114, 0.941375, -0.922390], [4.901805, 2.034496, -2.059357], [4.888010, -1.263454, -1.932465], [5.109274, 0.036637, -3.206251], [2.806425, -1.455446, -3.269415], [2.333192, 0.494793, 0.080863], [3.563199, -0.769921, 0.160443], [1.983852, 0.499449, -3.130183], [3.058658, 1.840468, -3.274245], [-3.339462, -1.423356, -4.129373], [-2.915894, -0.018980, -4.164711], [-2.301691, 0.207856, -5.466410], [-2.192020, 0.372724, -2.967318], [-3.070309, 0.597003, -1.759910], [-4.429103, 0.845061, -1.904242], [-5.207131, 1.228740, -0.788973], [-4.656337, 1.223803, 0.484679], [-3.277840, 0.999616, 0.601475], [-2.480710, 0.721469, -0.495063], [-4.066988, -1.697612, -4.916684], [-3.771985, -1.658646, -3.159248], [-2.509523, -2.128632, -4.214276], [-3.004346, -0.107433, -6.240014], [-1.415512, -0.450820, -5.564304], [-2.061325, 1.286134, -5.610604], [-1.737143, 1.322234, -3.204737], [-1.360871, -0.322682, -2.694756], [-4.836415, 0.818806, -2.931569], [-6.211646, 1.453650, -0.907936], [-5.217549, 1.551566, 1.364327], [-2.787556, 1.152474, 1.600944]], "forces_ev_per_a": [[-0.4, -0.2, -0.9], [0.2, 0.1, -0.2], [-0.6, -0.9, 0.4], [0.8, 1.0, 0.0], [-0.3, 0.4, -0.2], [-0.1, -0.7, -0.4], [0.1, 0.0, -0.3], [-0.5, 0.2, 0.8], [-1.2, 0.2, 0.6], [0.9, -0.8, 0.6], [0.2, 0.0, -1.0], [-0.2, 1.0, -0.1], [0.9, -0.5, -0.4], [0.2, 1.1, 0.0], [-0.4, -0.4, -0.4], [0.6, -1.1, -0.7], [0.1, -0.1, 1.3], [-0.4, 0.0, -0.7], [0.0, 0.5, 0.3], [-0.1, -0.2, 0.4], [-0.6, 1.8, -0.6], [0.4, -1.6, 0.5], [0.4, 0.0, 0.4], [0.0, 0.5, 0.7], [-0.5, -0.3, -0.4], [0.2, 0.1, 0.0], [0.5, -0.1, -0.8], [0.1, -0.2, 0.4], [0.1, -0.2, 0.1], [-0.1, -0.6, 0.1], [-0.5, 0.3, 0.3], [-0.2, 0.1, 0.4], [-0.3, 0.2, -0.9], [0.3, -0.3, 0.2], [0.1, 0.1, 0.2], [-0.1, 0.1, -0.6], [0.0, 0.4, 0.0], [-0.3, 0.2, -1.7], [-0.4, -0.9, 0.0], [0.7, -0.3, -1.5], [-0.3, 0.0, 0.7], [0.3, 0.1, 0.0], [-0.8, 0.6, 0.7], [1.5, 1.3, 0.2], [-0.2, -0.3, 0.7], [-0.3, -0.1, 0.1], [0.6, -0.7, 0.5], [-0.1, 0.5, 0.8], [-0.4, 0.7, -0.3], [-0.1, 0.0, 1.2], [0.1, -0.1, 0.0], [0.3, -0.1, 0.1], [0.4, 0.3, -0.1], [-0.6, -1.1, -0.7], [-0.5, -0.3, 0.5], [-0.3, 0.0, 0.5], [-1.0, -1.1, -0.5], [0.5, 0.4, 0.7], [0.3, -0.3, -0.6], [0.1, 0.2, 0.1], [-0.4, 0.6, 0.1], [1.9, -1.2, -0.1], [0.6, 0.6, -0.3], [0.8, 0.5, 1.3], [-0.3, -0.4, -0.1], [0.3, 0.5, 0.3], [-0.2, 0.1, 0.1], [0.5, 0.0, -0.2], [-0.1, 0.2, 0.0], [0.1, 0.5, -0.2], [0.1, -0.8, 0.1], [0.4, 0.4, 0.0], [-0.5, 0.2, -0.3], [0.1, 0.0, 0.8], [-1.8, 0.4, -0.3], [0.1, -0.3, -0.3], [-0.6, -0.4, -1.0]], "lowdin_charge": [0.904, -0.029, -0.257, -0.025, -0.061, -1.093, 0.602, 0.873, -0.417, -0.330, -0.117, -0.067, -0.090, -0.113, -0.048, -0.137, -0.063, -0.115, -0.086, -0.045, -0.421, -0.292, 0.081, 0.087, 0.065, 0.080, 0.085, 0.092, 0.094, 0.107, 0.095, 0.108, 0.116, 0.082, 0.098, 0.098, -0.058, -0.251, -0.571, -0.224, -0.126, -0.567, 0.776, -0.591, 0.514, 0.063, 0.112, 0.130, 0.132, 0.134, -0.014, -0.040, 0.067, 0.001, 0.077, -0.105, -0.273, -0.106, -0.196, -0.245, -0.033, -0.085, -0.093, -0.121, -0.222, 0.084, 0.081, 0.075, 0.071, 0.085, 0.093, 0.105, 0.092, 0.115, 0.067, 0.100, 0.090], "gap_ev": 6.4, "charge": -1, "spin_multiplicity": 1, "total_energy_ev": -199917.5380, "lumo_ev": 1.54, "relative_energy_kj_mol": 101.3}

3.
{"formula": "C20H25N3O6S2", "method": "ωB97M-V/def2-TZVPD", "symbols": ["C", "O", "C", "C", "C", "N", "C", "S", "N", "C", "C", "C", "C", "S", "O", "O", "N", "C", "C", "O", "C", "C", "C", "C", "C", "C", "O", "C", "C", "O", "C", "H", "H", "H", "H", "H", "H", "H", "H", "H", "H", "H", "H", "H", "H", "H", "H", "H", "H", "H", "H", "H", "H", "H", "H", "H"], "coordinates": [[2.916441, -1.134822, -0.794038], [2.418899, 0.002382, -1.474517], [1.724579, 0.952043, -0.800540], [0.880088, 1.723054, -1.599148], [0.045162, 2.670732, -1.038623], [-0.866705, 3.389408, -1.822929], [-1.490300, 2.978341, -2.956968], [-2.092285, 4.084700, -4.021572], [-1.617765, 1.645326, -3.214322], [-1.577489, 0.586235, -2.308875], [-2.085647, 0.724545, -1.015718], [-2.019990, -0.334468, -0.132180], [-1.441419, -1.524941, -0.532295], [-1.403597, -2.924583, 0.578307], [-2.489574, -2.802027, 1.511045], [-1.313711, -4.118784, -0.207760], [0.078529, -2.751508, 1.394300], [-0.001509, -1.722461, 2.417577], [1.316413, -1.659477, 3.194016], [1.668870, -2.909628, 3.737453], [1.781535, -3.874338, 2.720136], [0.457646, -4.033050, 1.977342], [-0.967024, -1.687545, -1.820844], [-1.045180, -0.638776, -2.714795], [0.077025, 2.901806, 0.334201], [0.946681, 2.180264, 1.135499], [1.036867, 2.327299, 2.485795], [0.162255, 3.222728, 3.130549], [1.798867, 1.209889, 0.570791], [2.680878, 0.506009, 1.369680], [3.705062, 1.280096, 1.969265], [2.167830, -1.545814, -0.112009], [3.832207, -0.910647, -0.243508], [3.135315, -1.859498, -1.578523], [0.903762, 1.548944, -2.661154], [-0.983244, 4.372809, -1.618870], [-1.833140, 1.425272, -4.177391], [-2.550472, 1.651918, -0.720481], [-2.441613, -0.263650, 0.857737], [-0.178829, -0.766536, 1.920711], [-0.834517, -1.938060, 3.101411], [1.220435, -0.972247, 4.035648], [2.109146, -1.306477, 2.522713], [2.057964, -4.809575, 3.209288], [2.567957, -3.580208, 2.008382], [0.539963, -4.750399, 1.161749], [-0.315567, -4.373971, 2.680446], [-0.558058, -2.643743, -2.103615], [-0.683690, -0.754301, -3.725303], [-0.587997, 3.636956, 0.756252], [0.392920, 3.141397, 4.191416], [0.327758, 4.253797, 2.803007], [-0.883898, 2.948316, 2.966436], [4.296246, 1.801899, 1.209006], [3.299054, 2.006048, 2.675590], [4.336348, 0.570089, 2.500694]], "forces_ev_per_a": [[0.2, -0.4, 0.1], [0.0, 0.5, 0.0], [-0.2, 0.1, 0.1], [0.1, 0.3, 0.1], [0.7, -0.4, 0.2], [-0.2, 0.0, 0.1], [-0.1, 0.3, -0.2], [-0.2, 0.3, -0.3], [0.2, 0.0, -0.2], [-0.2, -0.6, 0.5], [-0.1, -0.1, -0.2], [0.0, 0.1, 0.1], [0.1, -0.5, 0.5], [0.2, 0.3, -0.1], [0.0, 0.3, 0.0], [0.3, 0.0, -0.1], [-0.7, 0.0, -0.8], [0.1, 0.4, 0.6], [-0.1, 0.2, -0.3], [-0.1, -0.1, 0.3], [-0.2, -0.1, -0.2], [0.3, -0.5, 0.2], [0.0, -0.1, 0.0], [-0.1, 0.2, 0.1], [0.0, 0.1, 0.1], [0.1, -0.1, -0.1], [0.2, -0.3, -0.3], [-0.1, 0.2, 0.1], [0.3, -0.1, 0.2], [-0.6, 0.2, -0.3], [0.3, 0.2, 0.1], [0.0, 0.0, 0.0], [-0.1, 0.0, 0.0], [0.0, 0.0, 0.1], [0.0, 0.0, -0.1], [0.0, -0.1, -0.2], [0.0, 0.2, 0.2], [0.0, 0.1, 0.0], [-0.1, 0.1, 0.1], [0.0, 0.1, 0.1], [0.1, 0.1, 0.0], [0.0, 0.0, -0.1], [-0.1, 0.0, 0.1], [0.0, 0.0, -0.1], [0.0, -0.1, 0.0], [0.1, -0.1, 0.2], [0.1, -0.1, 0.0], [0.1, -0.1, -0.1], [0.1, 0.0, -0.1], [-0.1, 0.1, 0.1], [-0.1, 0.0, -0.1], [0.0, 0.0, 0.0], [0.0, 0.0, 0.0], [0.0, -0.1, 0.0], [0.0, -0.1, -0.1], [0.0, 0.1, 0.0]], "lowdin_charge": [-0.053, -0.053, -0.183, 0.048, -0.259, 0.058, -0.891, 0.618, 0.053, -0.257, -0.002, -0.040, -0.266, 0.685, -0.279, -0.282, -0.217, -0.176, -0.176, -0.121, -0.185, -0.182, -0.039, 0.000, 0.037, -0.197, -0.088, -0.069, -0.139, -0.148, -0.049, 0.082, 0.093, 0.097, 0.137, 0.131, 0.133, 0.127, 0.119, 0.112, 0.128, 0.135, 0.108, 0.130, 0.128, 0.119, 0.137, 0.118, 0.124, 0.113, 0.098, 0.099, 0.098, 0.103, 0.086, 0.097], "gap_ev": 8.3, "charge": 0, "spin_multiplicity": 1, "total_energy_ev": -59569.8000, "lumo_ev": 0.08, "relative_energy_kj_mol": 0.0}